ORCA calculation (wB97M-V/def2-TZVPD) on a cluster of 2 separate species, C6H9NO in total in a non-equilibrium geometry.

Each line ends with the Löwdin charge.
Positions of all 17 atoms, in Å:
C 0.5899 1.9288 1.5109  0.104
C 1.1848 1.0920 0.8378  -0.214
C -0.9627 0.4809 -0.8055  -0.240
C -1.2429 -0.5901 -0.1111  -0.383
C 2.2319 0.2200 0.3284  -0.077
C -1.2235 -1.9879 -0.6738  -0.004
N -0.5790 1.3403 -1.6239  0.061
O -1.4022 -0.4634 1.2230  0.096
H -0.0094 2.7398 1.8923  0.048
H -0.9416 0.3016 1.4463  0.015
H 2.6463 -0.4604 1.0365  0.077
H 1.6755 -0.3335 -0.4474  0.075
H 2.9726 0.7809 -0.1826  0.075
H -1.5212 -2.0228 -1.7046  0.078
H -0.1648 -2.2633 -0.5435  0.092
H -1.8516 -2.6325 -0.0595  0.081
H -1.4020 1.8698 -2.1232  0.116

Its energy relative to the best compared isomer or geometry (same formula, charge and spin) is 225.90 kJ/mol. The total energy is -363.75295 Ha. The spin multiplicity is 3. The orbital gap (spin up / spin down) comes out at 5.837 / 8.426 eV. Its total charge is 0.